34
Properties=species:S:1:pos:R:3:forces:R:3:lowdin_charge:R:1 method="wB97M-V/def2-TZVPD" de_lowest_kcal_mol=290.73 homo_energy_ev=-8.005 smiles="Cn1c(=O)n(C)c2cc(S(=O)(=O)NCCO)ccc21" energy_ha=-1291.17322 lumo_energy_ha=0.00635 gap_ev=8.18
C 4.049077 1.739569 1.088648 0.989 1.232 -6.439 0.013
N 3.356839 0.658506 0.466872 -5.568 -0.569 1.635 -0.051
C 3.737586 -0.324692 -0.419079 -6.480 1.626 2.509 -0.478
O 4.763209 -0.134577 -0.832019 9.445 -1.689 -5.293 0.182
N 2.603914 -1.118247 -0.782633 2.158 0.376 0.560 -0.049
C 2.675867 -2.184819 -1.658771 9.633 -6.354 7.557 -0.035
C 1.516741 -0.732950 -0.116993 -3.049 1.391 4.853 -0.015
C 0.173649 -1.407131 0.237800 8.251 1.621 -4.204 0.020
C -0.692258 -0.714809 0.949053 -2.508 -6.280 -2.368 -0.453
S -2.273060 -1.421482 1.020598 -2.016 14.460 0.415 0.587
O -2.331565 -2.708299 0.728665 -0.241 -9.596 -2.066 -0.188
O -2.833938 -0.702454 2.107219 -0.834 -1.187 2.515 -0.305
N -3.120147 -0.461989 -0.184158 1.154 -2.985 -3.954 -0.173
C -3.395138 1.016920 -0.054840 2.760 -1.328 -6.973 -0.161
C -4.546665 1.521394 -1.205217 -1.019 -5.693 12.237 -0.400
O -4.404273 1.062222 -2.342513 0.673 -6.332 -8.293 -0.034
C -0.283103 0.322975 1.475838 1.256 12.542 9.290 -0.133
C 1.025624 1.004536 1.535634 0.484 0.594 -0.858 0.017
C 2.045461 0.491245 0.716821 -5.251 -3.472 -0.642 -0.141
H 4.965361 1.616618 0.453510 0.361 0.778 1.710 0.114
H 3.607303 2.746852 0.745486 0.397 -1.510 0.902 0.136
H 4.033235 1.542804 2.069592 0.705 -0.029 3.769 0.056
H 2.569105 -3.382799 -1.130755 -0.258 3.609 -1.196 0.182
H 2.131371 -2.097634 -2.376048 -6.640 0.780 -8.427 -0.027
H 3.802115 -2.328001 -2.031967 -2.414 0.767 0.634 0.144
H -0.111235 -2.199629 -0.332204 -0.476 -2.447 -1.414 0.068
H -2.784528 -0.838824 -1.279085 -1.161 1.802 4.144 0.184
H -3.404406 1.255516 0.906857 -1.268 0.998 4.174 0.043
H -2.473101 1.521512 -0.427472 -0.132 -0.098 0.170 0.105
H -5.378765 1.041973 -0.525119 0.109 0.108 -1.696 0.138
H -4.728328 2.400207 -0.793490 -0.269 5.462 -0.611 0.061
H -4.516979 -0.103678 -2.426715 0.389 5.479 0.894 0.265
H -1.027958 0.896560 2.335008 1.840 -1.690 -2.782 0.190
H 1.248984 2.022596 2.081483 -1.020 -2.369 -0.752 0.136